This record from the OMol25 dataset describes a 3-piece molecular cluster, C7H10 overall at a distorted geometry. The level of theory is ωB97M-V/def2-TZVPD.

Element x y z (Å)
C  -1.71356  0.48784  -0.12494
C  -1.08704  -0.66448  -0.58444
C  0.38732  -0.84604  -0.84112
C  1.32968  0.38021  -0.88409
C  1.30744  0.81227  0.56216
C  0.89009  -0.16980  1.40944
C  0.47478  -1.25819  0.60830
H  -2.75344  0.45360  0.20111
H  -1.02282  1.00686  1.34542
H  -1.32706  1.45163  -0.43438
H  -1.67975  -1.57643  -0.72603
H  0.62273  -1.62326  -1.56903
H  1.02485  1.17878  -1.57425
H  2.33961  0.07089  -1.17221
H  1.34571  1.87219  0.82971
H  -0.35324  0.68139  1.99476
H  0.21472  -2.25746  0.95960

Computed properties:
orbital gap (spin up / spin down) = 7.545 / 7.549 eV
ΔE to the lowest compared entry with this formula, charge and spin = 660.3 kJ/mol

natural (NBO) atomic charge list, values in e, 2 entries:
1. C -0.476
2. C -0.214

---

This record from the OMol25 dataset describes a 4-piece molecular cluster, C2H11O3S overall at a distorted geometry. The level of theory is ωB97M-V/def2-TZVPD.

Element x y z (Å)
C  -0.72154  -1.60153  -2.05911
C  0.34285  -1.19846  -0.99544
S  0.14568  0.53442  -0.46263
H  -0.43137  -1.05239  -2.92183
H  -1.69657  -1.19147  -1.61835
H  -0.84463  -2.72391  -2.08083
H  1.24794  -1.57898  -1.38792
H  0.07953  -1.80275  -0.14446
H  1.52851  3.21595  2.22430
H  0.65434  2.25969  1.35894
O  0.76819  3.15726  1.58381
H  1.74181  -0.35850  1.13299
H  2.58738  -1.60222  1.83720
O  2.48280  -0.59043  1.75458
H  -3.32363  1.75797  0.18510
H  -1.86115  1.30301  0.64894
O  -2.70014  1.47234  0.94471

Computed properties:
net charge = -1
orbital gap = 7.109 eV
ΔE to the lowest compared entry with this formula, charge and spin = 129.2 kJ/mol

natural (NBO) atomic charge list, values in e, 2 entries:
1. C -0.626
2. C -0.511

---

This record from the OMol25 dataset describes a 5-piece molecular cluster, C30H69NO2 overall at a distorted geometry. The level of theory is ωB97M-V/def2-TZVPD.

Element x y z (Å)
C  -1.77909  -0.90290  -3.85147
C  -2.99294  0.18374  -3.70895
C  -2.59963  1.09279  -2.41239
C  -2.04757  2.52383  -2.86465
C  -1.02328  2.46173  -4.12090
N  -1.33908  3.29936  -1.79185
C  -1.63449  2.81914  -0.44616
O  -2.52062  3.26566  0.31136
O  -0.82228  1.77282  0.10057
H  -1.82087  -1.50991  -2.87375
H  -1.93711  -1.63547  -4.70579
H  -0.79384  -0.35976  -3.99765
H  -4.00787  -0.33204  -3.53585
H  -3.11985  0.79996  -4.65699
H  -1.87260  0.46474  -1.80836
H  -3.60220  1.27133  -1.87408
H  -2.96610  3.13827  -3.19378
H  -1.56766  2.23969  -5.10492
H  -0.18851  1.72901  -3.88727
H  -0.59255  3.52053  -4.22937
H  -1.68866  4.27352  -1.84766
H  0.02249  1.86014  -0.41123
C  1.65844  3.44423  1.53605
C  2.70804  2.70903  0.71308
C  2.99023  1.29756  1.23137
C  3.56617  1.23504  2.64917
C  4.86901  2.01107  2.84861
C  6.01173  1.48024  1.99332
H  1.97742  3.57710  2.57280
H  1.47639  4.43788  1.11792
H  0.71341  2.89722  1.53561
H  3.62693  3.29810  0.67748
H  2.35279  2.63574  -0.32155
H  3.67318  0.79665  0.53647
H  2.06125  0.71586  1.20818
H  3.73332  0.18408  2.91051
H  2.82266  1.60526  3.36306
H  5.15871  1.94159  3.90259
H  4.71908  3.07551  2.64337
H  6.21325  0.43064  2.22455
H  6.92416  2.05090  2.18458
H  5.79007  1.56107  0.92638
C  7.22711  0.84673  -2.91603
C  6.66520  -0.56273  -2.78662
C  6.48233  -1.00090  -1.33264
C  7.77514  -1.07575  -0.51434
C  8.84705  -2.00423  -1.08768
C  8.40041  -3.45908  -1.15006
H  8.21863  0.92969  -2.46390
H  7.32200  1.12237  -3.96938
H  6.56756  1.57319  -2.43325
H  7.30652  -1.26509  -3.32340
H  5.69109  -0.59700  -3.28548
H  5.98342  -1.97575  -1.31830
H  5.79570  -0.30696  -0.83421
H  7.52526  -1.40365  0.50101
H  8.19937  -0.07155  -0.40758
H  9.73941  -1.93889  -0.45589
H  9.15357  -1.67020  -2.08369
H  8.14244  -3.82815  -0.15373
H  9.20427  -4.08508  -1.54572
H  7.53207  -3.58837  -1.80018
C  -1.30763  1.64757  3.15029
C  -2.41424  0.68465  3.55767
C  -3.68114  1.39852  4.03157
C  -3.50431  2.26075  5.28522
C  -2.97475  1.51382  6.51059
C  -3.91345  0.41257  6.98601
H  -0.98854  2.27445  3.98785
H  -0.43226  1.09312  2.80162
H  -1.64091  2.29936  2.34104
H  -2.04446  0.00303  4.32737
H  -2.66867  0.06052  2.69448
H  -4.46193  0.65088  4.20889
H  -4.05589  2.03509  3.22243
H  -4.47023  2.71470  5.53422
H  -2.83085  3.09537  5.06324
H  -2.83788  2.23306  7.32549
H  -1.98572  1.09205  6.30696
H  -4.89216  0.82396  7.24765
H  -3.50359  -0.07737  7.87309
H  -4.05615  -0.35518  6.22214
C  -8.39025  -4.93281  -2.14875
C  -7.82803  -3.51987  -2.22907
C  -6.59243  -3.41918  -3.12510
C  -5.38587  -4.23691  -2.65368
C  -4.89496  -3.90486  -1.24352
C  -4.40586  -2.46902  -1.10895
H  -7.66726  -5.63184  -1.72088
H  -9.28043  -4.95164  -1.51502
H  -8.67245  -5.29505  -3.14104
H  -7.60637  -3.15461  -1.22398
H  -8.60309  -2.85842  -2.62969
H  -6.30743  -2.36538  -3.21550
H  -6.85796  -3.74425  -4.13735
H  -4.56403  -4.08444  -3.36256
H  -5.62617  -5.30442  -2.70076
H  -4.07020  -4.58072  -0.99300
H  -5.68071  -4.09676  -0.50652
H  -3.58141  -2.27351  -1.79956
H  -4.04775  -2.28688  -0.09242
H  -5.20306  -1.74988  -1.31188

Computed properties:
structure (SMILES) = CCC[C@H](C)NC(=O)O.CCCCCC.CCCCCC.CCCCCC.CCCCCC
orbital gap = 10.477 eV

Mulliken atomic charge list, values in e, 2 entries:
1. C -1.029
2. C -0.203

---

This record from the OMol25 dataset describes C54H36Cl5N4O2P2Se2TeTl as an isolated structure at a distorted geometry. The level of theory is ωB97M-V/def2-TZVPD.

Element x y z (Å)
Tl  0.98630  1.12517  -1.50437
Se  -0.82232  -4.85323  0.98283
P  -0.59931  -3.33583  2.41108
C  -2.04150  -3.20640  3.52596
C  -2.73613  -2.04646  3.82398
C  -3.77793  -2.08924  4.73453
C  -4.12394  -3.28329  5.34272
C  -3.42605  -4.44322  5.04449
C  -2.38777  -4.40662  4.13621
C  0.70629  -3.65365  3.63123
C  1.48908  -4.79103  3.53125
C  2.46328  -5.03391  4.48223
C  2.65366  -4.13758  5.51919
C  1.85760  -3.00706  5.62333
C  0.87341  -2.76414  4.68600
C  -0.04602  -1.78838  1.68504
C  -0.41024  -0.73137  0.83246
N  0.76494  -0.21654  0.39790
N  1.75386  -0.90009  0.91770
N  1.30111  -1.84520  1.66778
P  -1.87457  0.22910  0.45410
Se  -1.57947  1.96266  -0.77562
C  -2.44786  0.85489  2.06174
C  -1.53642  1.11675  3.08029
C  -1.98832  1.62430  4.28489
C  -3.34038  1.85900  4.47763
C  -4.24153  1.62393  3.45120
C  -3.79595  1.14549  2.23281
C  -3.14400  -0.89108  -0.18883
C  -4.03137  -0.49379  -1.17990
C  -4.99716  -1.38751  -1.60705
C  -5.06013  -2.66249  -1.06617
C  -4.16586  -3.05634  -0.08369
C  -3.21007  -2.16518  0.35732
H  -2.46261  -1.11806  3.34825
H  -4.31453  -1.18309  4.96800
H  -4.93894  -3.31042  6.04883
H  -3.69265  -5.37268  5.52299
H  -1.83702  -5.30286  3.87828
H  1.32938  -5.47702  2.70938
H  3.07354  -5.92116  4.41592
H  3.42429  -4.31937  6.25268
H  2.00523  -2.31813  6.44066
H  0.23624  -1.89140  4.76432
H  -0.48503  0.90277  2.93899
H  -1.28555  1.83715  5.07523
H  -3.68949  2.21851  5.43360
H  -5.29125  1.83100  3.59907
H  -4.48660  0.97184  1.41788
H  -3.95033  0.49478  -1.61403
H  -5.70192  -1.09301  -2.36881
H  -5.80546  -3.35863  -1.41880
H  -4.19794  -4.05138  0.33280
H  -2.49820  -2.45690  1.11743
O  -0.93985  -0.98516  -4.84158
C  -0.41043  -0.70086  -3.78549
O  -0.63786  0.33755  -3.08067
C  0.69028  -1.60864  -3.23812
C  0.75071  -2.93509  -3.69012
C  1.70658  -3.76126  -3.16864
C  2.65090  -3.24028  -2.26198
C  3.68582  -4.02094  -1.71168
C  4.58845  -3.46178  -0.85160
C  4.50775  -2.10039  -0.52044
C  3.52156  -1.30977  -1.04467
C  2.56091  -1.86348  -1.91035
N  1.55336  -1.09151  -2.38800
H  0.02688  -3.25406  -4.42614
H  1.76118  -4.80609  -3.43680
H  3.74979  -5.06249  -1.99138
H  5.38088  -4.06172  -0.43087
H  5.23523  -1.67614  0.15348
H  3.45980  -0.25975  -0.80138
Cl  0.80183  2.91186  1.48913
C  2.35959  3.01908  0.78786
C  2.57986  2.46805  -0.46680
C  3.84999  2.58718  -1.01448
Cl  4.13807  1.91861  -2.58027
C  4.89749  3.19140  -0.32258
Cl  6.46294  3.30014  -1.01913
C  4.66070  3.70519  0.95263
Cl  5.95112  4.38940  1.85010
C  3.38117  3.64760  1.50099
Cl  3.07335  4.32443  3.04634
Te  1.03073  2.05190  -4.31930
C  2.07098  3.83362  -4.97491
C  1.96828  4.13877  -6.32480
C  2.44920  5.34088  -6.80988
C  3.03981  6.24844  -5.94639
C  3.16978  5.93523  -4.60375
C  2.68990  4.72967  -4.11713
C  -0.61528  3.27826  -3.73840
C  -1.85126  3.10786  -4.33812
C  -2.93781  3.83870  -3.88535
C  -2.78756  4.73529  -2.84012
C  -1.54585  4.91441  -2.25104
C  -0.45606  4.18437  -2.69906
H  1.50818  3.42582  -6.99548
H  2.35588  5.57122  -7.85968
H  3.39411  7.19931  -6.31903
H  3.64287  6.63616  -3.93136
H  2.81095  4.49144  -3.06667
H  -1.96976  2.38420  -5.13241
H  -3.90823  3.69814  -4.34018
H  -3.63633  5.30001  -2.48263
H  -1.42766  5.60542  -1.42777
H  0.51073  4.31618  -2.22683

Computed properties:
orbital gap = 7.226 eV
ΔE to the lowest compared entry with this formula, charge and spin = 129.3 kJ/mol

Mulliken atomic charge list, values in e, 2 entries:
1. Tl 0.563
2. Se -0.381

---

This record from the OMol25 dataset describes a 4-piece molecular cluster, H8O4 overall at a distorted geometry. The level of theory is ωB97M-V/def2-TZVPD.

Element x y z (Å)
H  0.46205  1.19998  -0.57050
H  1.62697  1.56545  0.33474
H  -0.63047  -0.41468  -0.91037
H  0.77181  -0.96905  -0.71979
H  2.85452  -0.85822  -0.36808
H  2.42659  -0.27716  0.96957
H  -4.60557  -0.44447  0.75914
H  -3.23197  0.13573  0.46484
O  1.25243  0.82927  -0.16201
O  0.04267  -0.56392  -0.23687
O  3.15366  -0.27290  0.33684
O  -4.12269  0.06996  0.10250

Computed properties:
structure (SMILES) = O.O.O.O
orbital gap = 9.788 eV
ΔE to the lowest compared entry with this formula, charge and spin = 390.4 kJ/mol

natural (NBO) atomic charge list, values in e, 2 entries:
1. H 0.466
2. H 0.455